1.
DFT (ωB97M-V/def2-TZVPD) results for a cluster of 18 separate species, C62H173N13O23 in total at a distorted geometry.

Last column: Mulliken charge in e.
Cartesian coordinates (Å):
C -0.866 1.040 -5.367  -1.2381
C -1.807 1.698 -4.333  -0.2145
C -1.418 1.474 -2.887  0.2024
O -0.469 2.297 -2.297  2.4077
C 0.838 2.088 -2.698  -0.1144
N -1.929 3.104 -4.669  -0.5138
H -0.489 0.056 -5.078  0.0971
H -0.009 1.681 -5.563  0.0901
H -1.392 0.978 -6.320  0.5023
H -2.775 1.206 -4.446  0.7381
H -1.087 0.438 -2.775  -0.2735
H -2.384 1.595 -2.374  -0.6303
H 1.102 1.026 -2.612  0.2227
H 1.532 2.731 -2.131  -0.3117
H 1.059 2.446 -3.706  -0.1643
H -1.101 3.679 -4.543  -0.1708
H -2.664 3.583 -4.165  0.3852
C 4.114 -3.195 1.103  -1.3296
C 5.552 -3.333 0.724  1.1349
C 5.926 -4.820 0.811  -1.0723
O 7.199 -5.075 0.167  -0.4227
C 8.365 -4.288 0.584  -0.6573
N 5.759 -2.684 -0.594  0.7143
H 3.963 -3.485 2.141  0.6787
H 3.465 -3.860 0.526  0.0834
H 3.727 -2.191 0.942  -0.3955
H 6.207 -2.776 1.401  0.6268
H 5.202 -5.379 0.238  0.2248
H 5.946 -5.107 1.863  0.4800
H 8.332 -3.310 0.083  0.2071
H 9.190 -4.907 0.253  0.2757
H 8.356 -4.148 1.668  0.2950
H 6.705 -2.790 -0.927  0.3684
H 5.188 -3.186 -1.266  -0.4758
C 0.270 7.266 -1.169  -1.6540
C -0.183 6.312 -2.207  0.1244
C 0.675 6.326 -3.441  -0.4602
O 0.169 5.348 -4.331  -0.4544
C 1.049 5.051 -5.403  -0.6217
N -0.183 5.013 -1.574  0.4314
H -0.023 8.298 -1.386  0.5055
H 1.340 7.348 -0.979  0.2461
H -0.196 7.029 -0.218  0.3000
H -1.200 6.607 -2.494  0.5827
H 1.694 6.052 -3.157  -0.1730
H 0.654 7.296 -3.960  0.5088
H 1.307 5.956 -5.961  0.3984
H 0.526 4.375 -6.064  0.2418
H 1.951 4.561 -5.029  0.0803
H 0.778 4.738 -1.360  -0.5166
H -0.353 4.305 -2.288  0.4499
C 2.800 -3.017 5.914  -1.0064
C 3.457 -1.902 6.625  0.3397
C 4.082 -0.948 5.611  -0.0970
O 5.245 -1.487 5.040  -0.4503
C 5.585 -0.904 3.816  -0.2133
N 2.504 -1.232 7.492  -0.5826
H 2.099 -2.637 5.161  -0.1385
H 2.409 -3.737 6.633  0.3285
H 3.578 -3.482 5.291  0.4962
H 4.310 -2.251 7.212  0.4066
H 4.289 -0.035 6.191  0.2427
H 3.326 -0.562 4.921  -0.2189
H 5.846 0.160 3.890  0.4259
H 4.813 -1.057 3.061  -0.2527
H 6.552 -1.308 3.514  0.4241
H 2.912 -0.413 7.928  0.3514
H 1.722 -0.841 6.962  -0.0391
C -1.827 -4.390 -2.095  -1.2540
C -0.619 -5.312 -2.398  2.6725
C -0.302 -6.183 -1.206  -0.3796
O 0.632 -7.226 -1.520  -0.5187
C 1.922 -6.756 -1.864  -0.4890
N -0.908 -6.083 -3.591  -0.6708
H -1.725 -3.836 -1.159  -0.3050
H -2.701 -5.047 -2.048  0.5320
H -1.955 -3.624 -2.852  0.4333
H 0.224 -4.624 -2.542  -1.8532
H -1.166 -6.662 -0.762  0.2429
H 0.093 -5.544 -0.403  0.1918
H 2.503 -7.651 -2.140  0.3296
H 2.443 -6.362 -0.990  0.3023
H 1.845 -6.017 -2.665  0.0870
H -1.811 -6.537 -3.521  0.3301
H -0.198 -6.802 -3.612  0.3513
C -9.337 -1.428 -0.455  -1.4601
C -8.297 -1.791 -1.524  -0.0789
C -7.107 -0.828 -1.546  0.7721
O -6.184 -1.284 -2.492  -0.4610
C -5.019 -0.521 -2.561  -0.3453
N -7.862 -3.191 -1.292  -0.6325
H -8.852 -1.456 0.526  0.1857
H -10.103 -2.222 -0.516  0.4028
H -9.853 -0.470 -0.591  0.3704
H -8.746 -1.765 -2.519  0.4328
H -6.661 -0.775 -0.541  -0.8320
H -7.344 0.232 -1.640  0.5761
H -5.197 0.483 -2.947  0.4452
H -4.309 -1.009 -3.233  0.2783
H -4.522 -0.372 -1.602  -0.0930
H -7.526 -3.353 -0.355  0.0200
H -7.141 -3.399 -1.966  0.4272
C 1.950 5.228 1.328  -1.5954
C 2.853 4.361 0.507  0.0613
C 2.502 2.886 0.653  1.7641
O 2.919 2.472 1.913  -0.8950
C 2.527 1.154 2.224  1.0201
N 2.781 4.747 -0.918  0.1146
H 2.166 6.295 1.189  0.4055
H 2.173 4.989 2.367  0.5211
H 0.899 5.096 1.063  -0.0162
H 3.890 4.437 0.875  0.5143
H 3.056 2.347 -0.119  -0.4359
H 1.424 2.736 0.541  -0.2694
H 2.979 0.986 3.207  -0.2164
H 2.888 0.452 1.467  -0.1585
H 1.434 1.082 2.293  -0.4697
H 3.388 4.137 -1.452  -0.7222
H 2.958 5.740 -0.979  0.4821
C -8.256 1.562 1.393  -1.1690
C -7.866 2.467 0.218  0.5887
C -8.188 3.938 0.447  -1.2126
O -7.399 4.398 1.506  -0.1712
C -8.121 5.172 2.437  -0.9000
N -6.476 2.221 -0.161  -0.8290
H -7.651 1.829 2.262  0.2412
H -8.157 0.509 1.136  -0.2366
H -9.296 1.788 1.678  0.5670
H -8.483 2.144 -0.629  0.4229
H -9.249 4.138 0.597  0.5860
H -8.016 4.532 -0.463  0.3725
H -8.631 6.015 1.975  0.3394
H -7.443 5.599 3.189  0.2239
H -8.839 4.572 3.001  0.3441
H -6.342 2.330 -1.159  0.3161
H -5.832 2.823 0.332  0.0575
C -4.396 -3.156 -0.069  1.6611
C -4.691 -4.131 1.015  1.9792
C -6.077 -4.762 0.914  -1.3807
O -7.062 -3.926 1.503  -0.3747
C -8.329 -4.567 1.582  -1.0291
N -3.760 -5.253 0.890  -0.5741
H -4.506 -3.564 -1.084  0.4444
H -3.390 -2.801 0.128  -0.9924
H -4.996 -2.246 -0.007  -1.7626
H -4.604 -3.613 1.971  -0.1185
H -6.131 -5.750 1.383  0.6348
H -6.295 -4.971 -0.136  0.4426
H -9.040 -3.857 2.020  0.2866
H -8.288 -5.450 2.214  0.3903
H -8.759 -4.842 0.613  0.3787
H -2.789 -4.951 0.855  -0.2847
H -3.818 -5.920 1.643  0.3301
C 1.476 -1.851 -3.632  -0.0521
C 2.466 -2.524 -2.638  1.6874
C 3.374 -3.443 -3.374  -1.8562
O 4.159 -4.166 -2.452  -0.4491
C 5.018 -5.135 -3.017  -0.9599
N 3.095 -1.484 -1.848  0.8482
H 0.962 -2.606 -4.229  0.8844
H 1.969 -1.135 -4.282  -0.5662
H 0.774 -1.314 -3.002  -0.3464
H 1.810 -3.083 -1.957  -0.2966
H 3.989 -2.859 -4.084  0.4262
H 2.798 -4.086 -4.040  0.6002
H 5.520 -4.845 -3.943  0.3566
H 4.531 -6.081 -3.275  0.2560
H 5.794 -5.396 -2.293  0.2976
H 3.407 -0.677 -2.381  -0.9134
H 3.883 -1.759 -1.272  -0.3914
C 6.939 2.618 -3.284  -1.4535
C 5.825 3.509 -2.756  0.6734
C 5.367 4.489 -3.810  -0.4966
O 6.347 5.186 -4.483  -0.4539
C 6.921 6.204 -3.765  -0.6937
N 4.667 2.822 -2.227  1.5179
H 7.233 1.933 -2.487  0.2847
H 7.831 3.177 -3.540  0.4160
H 6.643 2.044 -4.169  0.1523
H 6.286 4.024 -1.911  0.5036
H 4.565 5.131 -3.424  0.3606
H 4.870 3.869 -4.560  -0.0803
H 7.672 5.877 -3.031  0.2381
H 6.178 6.813 -3.255  0.2918
H 7.463 6.870 -4.444  0.3076
H 4.920 2.091 -1.575  -0.8468
H 4.180 2.253 -2.910  -0.7523
C -0.107 3.140 4.255  -1.5508
C -1.229 2.081 4.395  1.2902
C -1.653 1.788 5.816  -0.9658
O -0.633 1.035 6.495  -0.0894
C -0.956 0.786 7.844  -0.9140
N -2.457 2.422 3.586  -0.3619
H 0.821 2.964 4.793  0.3764
H -0.501 4.055 4.687  0.4915
H 0.142 3.267 3.204  0.1002
H -0.955 1.130 3.921  -0.4783
H -2.542 1.153 5.818  0.4402
H -1.834 2.721 6.341  0.3726
H -1.820 0.126 7.996  0.3388
H -1.176 1.703 8.401  0.3315
H -0.124 0.271 8.360  0.2412
H -2.299 2.690 2.630  -0.2442
H -2.934 3.214 4.013  0.2436
C 0.469 -4.948 3.047  -1.5947
C -0.865 -4.226 3.144  0.5188
C -0.891 -3.226 4.301  0.1441
O -0.687 -3.976 5.477  -0.4544
C -0.577 -3.163 6.627  -0.6135
N -1.181 -3.601 1.836  1.0105
H 1.292 -4.274 2.785  0.1501
H 0.309 -5.756 2.335  0.3500
H 0.880 -5.309 3.989  0.4508
H -1.653 -4.955 3.386  0.2060
H -1.791 -2.606 4.350  0.2778
H -0.087 -2.481 4.178  -0.0482
H -0.239 -3.721 7.503  0.3166
H -1.521 -2.698 6.900  0.3679
H 0.186 -2.368 6.535  0.0509
H -0.409 -3.025 1.518  -0.5147
H -1.955 -2.945 1.925  -0.6405
C -5.286 -0.438 2.123  0.3286
C -4.219 -0.912 3.046  -0.0489
O -3.926 -0.001 4.080  -0.6946
O -4.726 0.478 1.194  1.0682
H -6.078 -0.005 2.735  0.0970
H -5.773 -1.320 1.699  -0.2028
H -3.317 -1.205 2.513  -0.5099
H -4.569 -1.807 3.557  0.5140
H -3.458 0.812 3.782  0.3849
H -5.414 0.820 0.592  -0.5953
C 6.021 0.769 0.591  0.6915
C 6.512 2.167 0.366  0.2415
O 7.061 2.609 1.646  -0.5625
O 5.459 0.299 -0.609  -0.5777
H 5.304 0.787 1.418  -0.7544
H 6.839 0.142 0.945  0.6374
H 5.641 2.800 0.163  -0.6282
H 7.283 2.149 -0.405  0.3872
H 7.817 3.156 1.430  0.3926
H 5.578 -0.669 -0.638  -0.2263
C -0.134 -0.840 -0.227  1.1591
C -0.970 -0.028 0.728  1.0177
O -2.251 -0.166 0.156  0.8306
O 1.152 -1.158 0.347  0.7260
H 0.083 -0.246 -1.123  -0.4348
H -0.685 -1.730 -0.511  -0.7470
H -0.671 1.024 0.769  -0.1998
H -0.971 -0.455 1.747  -0.1188
H -2.994 0.284 0.588  -0.8794
H 1.792 -1.290 -0.390  -0.8051
C -3.450 4.355 -0.742  -0.9375
C -2.755 3.373 0.189  0.4429
O -1.465 3.822 0.675  -0.6212
O -2.936 4.339 -2.025  -0.5797
H -3.340 5.317 -0.236  0.2543
H -4.530 4.195 -0.723  0.3973
H -2.678 2.371 -0.238  -0.4997
H -3.341 3.232 1.104  0.8001
H -0.928 4.033 -0.102  -0.0500
H -1.971 4.367 -1.920  -0.1352
C 3.416 1.026 -5.500  0.1332
C 3.721 0.048 -6.573  -0.7951
O 5.110 0.158 -6.798  -0.5246
O 4.079 0.721 -4.293  0.0054
H 2.340 0.953 -5.319  -0.3314
H 3.681 2.060 -5.799  0.3630
H 3.132 0.275 -7.473  0.4286
H 3.322 -0.933 -6.353  0.2399
H 5.370 -0.459 -7.494  0.3078
H 5.024 0.558 -4.457  0.0753

As for the total charge: 0.

=====

2.
DFT (ωB97M-V/def2-TZVPD) results for a structure of composition C24H28N4O3S2 at a distorted geometry.

Last column: natural (NBO) charge in e.
Cartesian coordinates (Å):
O 2.152 3.955 -0.216  -0.6402
C 1.236 3.157 -0.149  0.7042
N 1.344 1.881 -0.570  -0.6484
H 0.547 1.262 -0.543  0.4241
C 2.518 1.388 -1.268  -0.1110
C 3.129 0.258 -0.474  0.0548
C 3.745 0.563 0.736  -0.2161
C 4.317 -0.426 1.515  -0.2249
C 4.278 -1.743 1.085  -0.2221
C 3.656 -2.055 -0.109  -0.2094
C 3.068 -1.068 -0.898  -0.0454
C 2.414 -1.453 -2.195  -0.4355
C 1.462 -0.378 -2.710  -0.3990
C 2.170 0.971 -2.698  -0.4011
H 1.535 1.738 -3.145  0.2222
H 3.090 0.906 -3.282  0.2036
H 1.148 -0.625 -3.725  0.2142
H 0.562 -0.333 -2.094  0.2184
H 1.887 -2.402 -2.069  0.2147
H 3.203 -1.620 -2.937  0.2147
H 3.621 -3.083 -0.444  0.2146
H 4.731 -2.523 1.677  0.2184
H 4.802 -0.171 2.445  0.2175
H 3.780 1.595 1.053  0.2257
H 3.215 2.236 -1.285  0.2507
C -0.115 3.510 0.470  -0.3141
C -1.258 3.196 -0.500  -0.4153
C -2.633 3.320 0.150  -0.4034
C -2.745 2.501 1.438  -0.2124
C -1.649 2.959 2.408  -0.3990
C -0.253 2.783 1.813  -0.3895
H -0.030 1.723 1.686  0.1993
H 0.487 3.187 2.507  0.2199
H -1.809 4.014 2.639  0.2074
H -1.721 2.398 3.342  0.2074
C -2.638 0.982 1.240  -0.2580
N -3.492 0.392 0.237  -0.8766
S -2.794 -0.388 -1.045  2.3388
O -1.649 0.313 -1.561  -0.9463
O -3.856 -0.717 -1.946  -0.9350
C -2.181 -1.874 -0.266  -0.3396
C -2.878 -3.046 -0.356  -0.1465
C -2.388 -4.234 0.218  -0.2135
C -1.190 -4.266 0.883  -0.1935
C -0.454 -3.077 0.989  0.1545
N 0.722 -2.884 1.599  -0.6433
S 1.147 -1.353 1.442  1.0861
N -0.125 -0.831 0.615  -0.6792
C -0.955 -1.860 0.407  0.0701
H -0.802 -5.172 1.321  0.2317
H -2.972 -5.137 0.123  0.2261
H -3.813 -3.038 -0.893  0.2470
H -4.366 0.845 0.036  0.4171
H -2.851 0.498 2.204  0.1939
H -1.627 0.713 0.942  0.2369
H -3.724 2.709 1.889  0.2019
H -3.391 3.000 -0.568  0.2054
H -2.832 4.366 0.399  0.2056
H -1.164 2.191 -0.904  0.2327
H -1.200 3.888 -1.343  0.2167
H -0.102 4.588 0.664  0.2221

As for the total charge: 0.

=====

Number 1: Kohn-Sham gap 8.72 eV. Number 2: Kohn-Sham gap 7.90 eV.